*1*
Molecular formula: C18H19NO
Method: DFT, wB97M-V/def2-TZVPD

- SMILES: NCCCCOc1c2ccccc2cc2ccccc12
- LUMO level: -0.26 eV

CARTESIAN COORDINATES (ANGSTROEM)
1 N -1.633 -4.946 3.077
2 C -0.977 -3.708 2.996
3 C -0.745 -3.152 1.559
4 C -1.786 -2.008 1.236
5 C -1.235 -1.275 -0.040
6 O -0.008 -0.505 0.190
7 C 0.315 0.614 -0.570
8 C 1.433 0.644 -1.354
9 C 2.089 -0.522 -1.620
10 C 3.202 -0.521 -2.455
11 C 3.690 0.595 -3.023
12 C 3.009 1.842 -2.751
13 C 1.924 1.849 -1.913
14 C 1.204 3.025 -1.621
15 C 0.060 3.044 -0.877
16 C -0.462 4.320 -0.598
17 C -1.526 4.357 0.189
18 C -1.980 3.240 0.917
19 C -1.448 2.003 0.609
20 C -0.404 1.836 -0.306
21 H -2.589 -4.851 2.680
22 H -1.095 -5.772 2.671
23 H -1.380 -2.970 3.653
24 H 0.085 -3.873 3.325
25 H 0.242 -2.586 1.656
26 H -0.670 -3.881 0.843
27 H -2.811 -2.458 1.100
28 H -1.876 -1.348 2.149
29 H -1.994 -0.463 -0.190
30 H -1.153 -1.868 -0.938
31 H 1.766 -1.430 -1.216
32 H 3.753 -1.439 -2.752
33 H 4.547 0.471 -3.686
34 H 3.401 2.712 -3.314
35 H 1.547 3.926 -1.942
36 H 0.001 5.195 -0.969
37 H -1.848 5.371 0.309
38 H -2.839 3.297 1.687
39 H -1.808 1.234 1.289

Partial atomic charges computed with the Mulliken method, in multiples of e: N -0.57; C -0.79; C -0.37; C -0.58; C -0.66; O -0.47; C -0.69; C 1.15; C -0.85; C -0.53; C -0.60; C -0.61; C 0.24; C -0.89; C 0.84; C -1.06; C -0.42; C -0.79; C 0.01; C 1.14; H 0.23; H 0.26; H 0.39; H 0.36; H 0.15; H 0.37; H 0.30; H 0.23; H 0.42; H 0.37; H 0.52; H 0.30; H 0.37; H 0.34; H 0.59; H 0.38; H 0.36; H 0.30; H 0.23

*2*
Molecular formula: C18H19NO
Method: DFT, wB97M-V/def2-TZVPD

- SMILES: NCCCCOc1c2ccccc2cc2ccccc12
- LUMO level: -0.39 eV

CARTESIAN COORDINATES (ANGSTROEM)
1 N -1.273 -3.940 -0.200
2 C -2.568 -3.248 0.050
3 C -2.706 -2.806 1.522
4 C -1.535 -1.971 2.135
5 C -0.894 -0.702 1.479
6 O 0.023 -0.853 0.355
7 C 0.653 0.289 -0.220
8 C 1.716 1.005 0.459
9 C 2.456 0.526 1.617
10 C 3.498 1.266 2.137
11 C 4.082 2.373 1.464
12 C 3.417 2.806 0.274
13 C 2.291 2.145 -0.141
14 C 1.591 2.772 -1.166
15 C 0.537 2.137 -1.794
16 C -0.221 2.699 -2.802
17 C -1.205 2.017 -3.469
18 C -1.574 0.722 -3.145
19 C -0.966 0.237 -1.936
20 C 0.060 0.919 -1.291
21 H -0.512 -3.347 0.020
22 H -1.256 -4.858 0.301
23 H -3.410 -4.041 -0.143
24 H -2.704 -2.382 -0.600
25 H -2.765 -3.787 2.095
26 H -3.562 -2.177 1.663
27 H -1.960 -1.594 3.117
28 H -0.601 -2.571 2.351
29 H -0.303 -0.305 2.318
30 H -1.579 0.033 1.000
31 H 2.202 -0.424 2.053
32 H 3.770 0.980 3.169
33 H 4.815 2.974 1.766
34 H 3.775 3.646 -0.279
35 H 1.956 3.776 -1.537
36 H 0.032 3.695 -3.042
37 H -1.651 2.506 -4.325
38 H -2.427 0.271 -3.716
39 H -1.199 -0.788 -1.542

Partial atomic charges computed with the Mulliken method, in multiples of e: N -0.56; C -0.55; C -0.49; C -0.87; C -0.32; O -0.30; C -0.27; C 0.30; C -0.49; C -0.60; C -0.77; C -0.62; C 1.04; C -1.00; C 0.71; C -1.06; C -0.32; C -0.92; C -0.18; C 0.85; H 0.27; H 0.25; H 0.31; H 0.20; H 0.25; H 0.34; H 0.35; H 0.29; H 0.37; H 0.38; H 0.53; H 0.32; H 0.51; H 0.36; H 0.24; H 0.43; H 0.36; H 0.31; H 0.31

Stability summary: most stable *1*, least stable *2*.

*1*
Molecular formula: C7H11NO
Method: DFT, wB97M-V/def2-TZVPD

- LUMO level: 0.87 eV

CARTESIAN COORDINATES (ANGSTROEM)
1 C -0.098 0.873 0.335
2 C -0.069 1.507 -1.035
3 C 0.409 0.185 -1.722
4 C 0.554 -1.051 -1.185
5 C 0.334 -1.639 0.253
6 C -0.312 0.390 1.842
7 C -1.317 -0.101 0.236
8 H 1.592 1.024 1.241
9 H 0.584 2.388 -1.142
10 H -1.008 1.852 -1.472
11 H 0.733 0.233 -2.777
12 H 0.967 -1.777 -1.889
13 H -0.042 -2.680 0.152
14 H 1.325 -1.743 0.765
15 H 0.606 0.334 2.554
16 H -1.237 0.696 2.391
17 H -1.492 -0.537 -0.758
18 H -2.208 0.375 0.597
19 N -0.673 -0.936 1.191
20 O 1.352 0.609 0.423

Partial atomic charges computed with the Mulliken method, in multiples of e: C 0.22; C -0.65; C -0.23; C -0.38; C -0.59; C -0.58; C -0.64; H 0.31; H 0.33; H 0.30; H 0.34; H 0.38; H 0.42; H 0.27; H 0.28; H 0.26; H 0.41; H 0.35; N -0.36; O -0.45

*2*
Molecular formula: C7H11NO
Method: DFT, wB97M-V/def2-TZVPD

- SMILES: O=C[C@@]12CCNC[C@H]1C2
- LUMO level: 0.91 eV

CARTESIAN COORDINATES (ANGSTROEM)
1 O -1.709 -1.776 -0.752
2 C -1.701 -0.575 -0.636
3 C -0.904 0.209 0.328
4 C -0.154 -0.785 1.279
5 C 1.278 -1.083 0.632
6 N 1.449 -0.696 -0.768
7 C 1.104 0.665 -1.211
8 C 0.196 1.132 -0.108
9 C -1.202 1.634 0.323
10 H -2.351 0.030 -1.364
11 H 0.084 -0.414 2.286
12 H -0.683 -1.769 1.267
13 H 2.007 -0.480 1.197
14 H 1.513 -2.141 0.669
15 H 0.908 -1.394 -1.291
16 H 0.555 0.673 -2.148
17 H 2.027 1.270 -1.311
18 H 0.822 1.422 0.722
19 H -1.283 2.211 1.267
20 H -1.957 1.866 -0.381

Partial atomic charges computed with the Mulliken method, in multiples of e: O -0.47; C -0.39; C 1.14; C -0.80; C -0.76; N -0.39; C -0.87; C -0.02; C -0.80; H 0.24; H 0.35; H 0.36; H 0.34; H 0.37; H 0.33; H 0.33; H 0.28; H 0.25; H 0.20; H 0.30

*3*
Molecular formula: C7H11NO
Method: DFT, wB97M-V/def2-TZVPD

- LUMO level: 0.81 eV

CARTESIAN COORDINATES (ANGSTROEM)
1 C 1.547 1.227 -0.926
2 C -2.008 -0.993 -0.437
3 C 0.235 0.558 -1.205
4 C 0.428 -1.095 0.001
5 C -0.776 -0.427 0.223
6 N 0.074 1.304 1.729
7 C -0.840 0.856 0.777
8 C 1.260 -2.046 0.344
9 O -0.375 0.533 -2.235
10 H 0.476 0.597 2.328
11 H -0.173 2.150 2.216
12 H -1.735 1.443 0.619
13 H 1.436 2.279 -1.205
14 H 1.841 1.178 0.116
15 H 2.313 0.776 -1.556
16 H -2.578 -0.216 -0.947
17 H -2.636 -1.450 0.331
18 H -1.753 -1.752 -1.174
19 H 2.181 -2.227 -0.204
20 H 1.083 -2.695 1.204

Partial atomic charges computed with the Mulliken method, in multiples of e: C -1.16; C -1.48; C 0.79; C -0.43; C 1.14; N -0.41; C -0.54; C -0.80; O -0.58; H 0.23; H 0.21; H 0.42; H 0.38; H 0.31; H 0.32; H 0.38; H 0.38; H 0.34; H 0.24; H 0.25

Stability summary: most stable *2*, least stable *1*.

*1*
Molecular formula: C7H11NO
Method: DFT, wB97M-V/def2-TZVPD

- LUMO level: 0.80 eV

CARTESIAN COORDINATES (ANGSTROEM)
1 C 0.505 -1.765 -1.159
2 C 0.820 -0.661 -0.094
3 C -0.406 -0.472 0.956
4 C -1.754 -0.018 0.256
5 C -0.882 0.946 -0.570
6 C -1.061 1.777 -1.562
7 C 0.407 0.794 -0.004
8 H -0.101 -1.284 -2.182
9 H 1.466 -1.970 -1.660
10 H 0.063 -2.835 -0.585
11 H 2.073 -1.763 1.642
12 H 1.988 0.173 1.307
13 H -0.276 -1.552 1.617
14 H -2.356 -0.570 -0.495
15 H -2.286 0.465 0.894
16 H -2.013 2.073 -1.838
17 H -0.187 2.289 -2.037
18 H 0.940 1.633 -0.576
19 N 1.962 -0.956 0.682
20 O 0.147 0.803 1.526

Partial atomic charges computed with the Mulliken method, in multiples of e: C -1.19; C 0.43; C -0.05; C -0.88; C 0.20; C -1.16; C 0.40; H 0.23; H 0.46; H 0.21; H 0.30; H 0.39; H 0.31; H 0.30; H 0.48; H 0.36; H 0.22; H 0.28; N -0.77; O -0.51

*2*
Molecular formula: C7H11NO
Method: DFT, wB97M-V/def2-TZVPD

- SMILES: CCC1(N)C=COC=C1
- LUMO level: 0.93 eV

CARTESIAN COORDINATES (ANGSTROEM)
1 C 2.199 0.783 -0.434
2 C 1.184 -0.207 -0.894
3 C -0.043 -0.400 0.090
4 N 0.555 -1.140 1.298
5 C -0.593 0.923 0.598
6 C -1.860 1.315 0.286
7 O -2.842 0.558 -0.200
8 C -2.498 -0.798 -0.493
9 C -1.213 -1.208 -0.380
10 H 2.526 0.460 0.648
11 H 3.245 0.597 -1.115
12 H 1.830 1.913 -0.355
13 H 0.870 0.037 -1.994
14 H 1.768 -1.218 -1.068
15 H 1.363 -0.661 1.716
16 H -0.210 -1.377 1.989
17 H 0.195 1.705 0.932
18 H -2.155 2.354 0.681
19 H -3.344 -1.298 -0.803
20 H -0.979 -2.337 -0.499

Partial atomic charges computed with the Mulliken method, in multiples of e: C -0.94; C -0.59; C 1.71; N -0.72; C -0.76; C -0.17; O -0.40; C -0.18; C -1.10; H 0.23; H 0.28; H 0.22; H 0.29; H 0.31; H 0.24; H 0.31; H 0.25; H 0.28; H 0.53; H 0.20

*3*
Molecular formula: C7H11NO
Method: DFT, wB97M-V/def2-TZVPD

- LUMO level (spin up / spin down): -0.38 / 0.20 eV

CARTESIAN COORDINATES (ANGSTROEM)
1 C -0.766 1.434 -0.032
2 C -0.593 -0.972 -0.080
3 C -1.540 2.252 -0.654
4 C 0.149 0.381 0.148
5 C 0.017 -2.265 -0.656
6 C 0.779 0.301 1.689
7 C 1.385 0.434 -0.809
8 N -1.772 -1.026 0.335
9 O -2.452 -0.057 0.766
10 H -2.635 1.877 -0.603
11 H -1.230 3.304 -1.004
12 H -0.490 -3.156 -0.409
13 H 1.043 -2.336 -0.098
14 H 0.169 -2.315 -1.693
15 H 1.522 -0.470 1.752
16 H -0.023 0.116 2.371
17 H 1.237 1.248 1.999
18 H 1.092 0.414 -1.810
19 H 2.084 -0.516 -0.688
20 H 2.024 1.353 -0.523

Partial atomic charges computed with the Mulliken method, in multiples of e: C -0.46; C 0.46; C -0.79; C 1.90; C -1.14; C -1.38; C -1.51; N -0.25; O -0.50; H 0.25; H 0.27; H 0.40; H 0.26; H 0.27; H 0.36; H 0.39; H 0.39; H 0.46; H 0.26; H 0.36

Stability summary: most stable *2*, least stable *1*.